Here is the molecule C4H9NO2 at a distorted geometry from OMol25. Energies are from the ωB97M-V functional and the def2-TZVPD basis.

Element x y z (Å)
C1 -1.155 1.366 -0.099
C2 -0.125 0.210 0.156
C3 -0.775 -1.173 -0.029
O1 -0.625 -1.943 1.152
N1 1.005 0.439 -0.729
C4 2.158 -0.051 -0.236
O2 2.182 -0.690 0.815
H1 -0.819 2.351 0.238
H2 -2.127 1.174 0.367
H3 -1.392 1.491 -1.181
H4 0.651 -0.173 1.090
H5 -1.841 -1.103 -0.293
H6 -0.268 -1.728 -0.820
H7 -0.936 -1.387 1.880
H8 0.996 1.077 -1.511
H9 3.072 0.139 -0.801

Summary:
- 2S+1 = 1
- HOMO-LUMO gap (eV) = 10.1
- ΔE to the lowest compared entry with this formula, charge and spin (kJ/mol) = 236.0
- SMILES = C[C@@H](CO)NC=O
- strongest force on any atom (eV/Å) = 3.5
- HOMO (Eh) = -0.3397
- charge = 0

---

Here is the molecule C4H9NO2 at a distorted geometry from OMol25. Energies are from the ωB97M-V functional and the def2-TZVPD basis.

Element x y z (Å)
C1 -0.395 1.532 0.143
C2 -0.467 0.053 -0.183
N1 -0.308 -0.224 -1.549
O1 -1.960 -0.463 0.280
C3 0.170 -0.880 0.783
C4 1.761 -0.598 0.586
O2 2.530 -1.435 0.158
H1 -0.268 1.711 1.215
H2 0.424 2.037 -0.377
H3 -1.343 2.008 -0.129
H4 0.475 0.247 -1.990
H5 -0.295 -1.219 -1.756
H6 -2.446 -0.550 -0.556
H7 0.034 -1.936 0.547
H8 -0.045 -0.637 1.823
H9 2.134 0.357 1.006

Summary:
- 2S+1 = 1
- HOMO-LUMO gap (eV) = 10.3
- ΔE to the lowest compared entry with this formula, charge and spin (kJ/mol) = 214.2
- SMILES = C[C@](N)(O)CC=O
- strongest force on any atom (eV/Å) = 4.6
- HOMO (Eh) = -0.3469
- charge = 0

---

Here is the molecule C4H9NO2 from OMol25. Energies are from the ωB97M-V functional and the def2-TZVPD basis.

Element x y z (Å)
C1 0.496 -0.681 1.437
C2 0.710 0.305 0.268
N1 2.099 0.405 -0.147
C3 -0.121 -0.099 -0.921
C4 -1.415 0.161 -1.062
O1 -2.124 -0.238 -2.140
O2 -2.197 0.843 -0.169
H1 -0.556 -0.746 1.705
H2 0.834 -1.674 1.145
H3 1.061 -0.363 2.312
H4 0.422 1.314 0.606
H5 2.420 -0.492 -0.495
H6 2.688 0.664 0.638
H7 0.369 -0.653 -1.700
H8 -3.031 0.076 -2.030
H9 -1.655 1.177 0.553

Summary:
- 2S+1 = 1
- HOMO-LUMO gap (eV) = 9.0
- ΔE to the lowest compared entry with this formula, charge and spin (kJ/mol) = 156.7
- SMILES = C[C@@H](N)C=C(O)O
- strongest force on any atom (eV/Å) = 0.5
- HOMO (Eh) = -0.3062
- charge = 0

---

Here is a cluster of 2 separate species, C4H9NO2 in total at a distorted geometry from OMol25. Energies are from the ωB97M-V functional and the def2-TZVPD basis.

Element x y z (Å)
C1 0.442 0.640 1.918
C2 0.278 0.465 0.423
C3 -1.159 0.419 -0.077
N1 -1.082 -0.344 -1.317
C4 -0.142 -1.349 -0.983
O1 -0.088 -2.474 -1.368
O2 0.708 -0.855 0.038
H1 -0.053 1.561 2.246
H2 1.496 0.697 2.206
H3 -0.015 -0.210 2.433
H4 0.840 1.249 -0.117
H5 -1.743 -0.186 0.626
H6 -1.642 1.380 -0.223
H7 -0.807 0.226 -2.117
H8 1.587 -0.554 -1.486
H9 1.378 -0.665 -2.202

Summary:
- 2S+1 = 1
- HOMO-LUMO gap (eV) = 11.2
- ΔE to the lowest compared entry with this formula, charge and spin (kJ/mol) = 232.2
- SMILES = C[C@@H]1CNC(=O)O1.[H][H]
- strongest force on any atom (eV/Å) = 1.5
- HOMO (Eh) = -0.3804
- charge = 0

---

no.,total energy (eV)
1,-9877.61504
2,-9877.84015
3,-9878.43661
4,-9877.65372